Entry from the OMol25 dataset: a cluster of 2 separate species, C7H6F3P in total in a non-equilibrium geometry (ωB97M-V/def2-TZVPD).

Summary:
frontier orbital gap (spin up / spin down) = 0.359 / 0.262 hartree
HOMO energy (spin up / spin down) = -0.3519 / -0.2941 hartree
largest force on an atom = 1.05 eV Å⁻¹
lowest unoccupied orbital energy (spin up / spin down) = 0.007 / -0.032 hartree

ORCA input file:
```
! wB97M-V def2-TZVPD RIJCOSX def2/J DEFGRID3
* xyz 0 1
C 2.30866 0.64607 0.04582
C 2.73658 -0.66136 0.19396
C 0.95740 0.90745 -0.18529
C 1.84896 -1.71792 0.11158
C 0.11004 -0.15260 -0.27272
C 0.50487 -1.45246 -0.13019
C -3.15855 0.14407 0.11926
F -0.36105 -2.47586 -0.21176
F -3.68885 -0.53465 -0.90395
F -3.68125 -0.31754 1.25412
P -2.99944 1.92918 -0.07899
H 3.00531 1.46786 0.11233
H 3.78156 -0.86232 0.38242
H 0.60539 1.92375 -0.28991
H 2.17110 -2.74088 0.23247
H -1.94964 2.06256 0.82694
H -2.19107 1.83467 -1.20610
*
```



Entry from the OMol25 dataset: a cluster of 11 separate species, C33H64O33 in total in a non-equilibrium geometry (ωB97M-V/def2-TZVPD).

Summary:
frontier orbital gap = 0.385 hartree
HOMO energy = -0.3705 hartree
largest force on an atom = 4.20 eV Å⁻¹
relative energy (zero: lowest compared OMol25 entry of this formula, charge and spin) = 77.55 kcal/mol
lowest unoccupied orbital energy = 0.014 hartree

ORCA input file:
```
! wB97M-V def2-TZVPD RIJCOSX def2/J DEFGRID3
* xyz 0 1
C -9.18390 -0.30501 14.33712
O -8.57538 -1.52623 14.66433
C -8.24637 -1.78258 15.97195
O -8.56272 -1.09194 16.95777
O -7.50143 -2.95229 15.94139
C -6.88678 -3.37234 17.16846
H -10.26941 -0.39871 14.36842
H -8.94627 -0.11467 13.29050
H -8.71087 0.48566 14.91953
H -6.46641 -4.37758 17.13886
H -7.58522 -3.25728 17.99734
H -6.09555 -2.65957 17.40089
C -8.73962 -9.00225 19.89910
O -8.60580 -9.09542 18.46173
C -8.46355 -8.01414 17.70946
O -8.40791 -6.83504 18.09875
O -8.31336 -8.47007 16.43164
C -8.06198 -7.57685 15.32049
H -7.99852 -8.35374 20.36632
H -8.57028 -9.94693 20.41582
H -9.73961 -8.67982 20.18921
H -7.26274 -6.88374 15.58299
H -8.96450 -7.06428 14.98758
H -7.66379 -8.02933 14.41230
C -5.49353 -10.62872 12.15524
O -4.57211 -11.66988 12.38371
C -4.25931 -11.89191 13.69173
O -4.71756 -11.25825 14.64530
O -3.29433 -12.79054 13.69194
C -2.76819 -13.17496 14.85308
H -6.45569 -10.87280 12.60553
H -5.50810 -10.45250 11.07967
H -5.04371 -9.74500 12.60780
H -2.79976 -12.37533 15.59315
H -1.76374 -13.52340 14.61272
H -3.43344 -13.85411 15.38628
C -3.96097 -3.53508 15.13019
O -4.96412 -3.90293 14.27184
C -5.48212 -5.09548 14.23358
O -5.14409 -6.04971 14.90846
O -6.47438 -5.14880 13.31970
C -6.94587 -4.05437 12.60853
H -2.98841 -3.82579 14.73305
H -3.95406 -4.03688 16.09779
H -3.95282 -2.44553 15.16051
H -7.24854 -3.26263 13.29383
H -7.77507 -4.33947 11.96103
H -6.19065 -3.68136 11.91672
C -9.97666 -15.25025 17.54449
O -9.34834 -14.11102 16.89671
C -8.25264 -13.51881 17.39226
O -7.74218 -13.73048 18.50522
O -7.64211 -12.69859 16.45744
C -6.59438 -11.80875 16.75199
H -10.68938 -15.54593 16.77462
H -10.47471 -15.01069 18.48399
H -9.28418 -16.06222 17.76648
H -6.74181 -11.47937 17.78052
H -6.66347 -10.98896 16.03696
H -5.61506 -12.25516 16.57950
C -0.90456 -6.21427 17.45185
O -1.08385 -6.00469 16.05408
C -1.56461 -6.94988 15.27088
O -1.79916 -8.11371 15.62307
O -1.67707 -6.47700 14.08569
C -2.23090 -7.22014 13.00792
H -0.96823 -5.28841 18.02353
H 0.04112 -6.72784 17.62515
H -1.71807 -6.83974 17.81941
H -2.21327 -8.30202 13.13960
H -1.66088 -6.96834 12.11363
H -3.29276 -6.99911 12.89969
C -4.10212 -4.17712 19.55742
O -2.82594 -3.63477 19.21086
C -2.78454 -2.57207 18.42682
O -3.69248 -1.93880 17.90620
O -1.51391 -2.38626 18.10356
C -1.13302 -1.32280 17.13441
H -4.56706 -4.56129 18.64948
H -4.76702 -3.44547 20.01643
H -4.02129 -5.00523 20.26156
H -0.05480 -1.31103 16.97506
H -1.42911 -0.41669 17.66299
H -1.60663 -1.53372 16.17561
C -2.05910 -6.15575 21.52847
O -0.81724 -6.75725 22.00952
C -0.85864 -7.76495 22.88476
O -1.87600 -8.35950 23.31524
O 0.38730 -8.06023 23.27996
C 0.68280 -8.91321 24.36956
H -1.81533 -5.13464 21.23515
H -2.68727 -5.99821 22.40521
H -2.43778 -6.80293 20.73735
H 0.17894 -9.87962 24.35268
H 0.47536 -8.57967 25.38633
H 1.74558 -9.15527 24.37028
C -6.34263 -6.98359 22.58808
O -5.81204 -6.59964 23.81338
C -6.64926 -6.42589 24.89185
O -7.88957 -6.30115 24.87266
O -5.94294 -6.23996 25.95718
C -6.54068 -5.86100 27.26278
H -7.28314 -6.47733 22.37076
H -6.58098 -8.04576 22.64355
H -5.74827 -6.79928 21.69317
H -7.19314 -4.99073 27.19203
H -5.72610 -5.51223 27.89754
H -7.15805 -6.61794 27.74652
C -1.17177 -9.55973 18.57495
O -0.15665 -9.99970 19.40658
C 0.93613 -9.20806 19.62817
O 1.26978 -8.11820 19.12653
O 1.59034 -9.70773 20.69492
C 2.64653 -9.04713 21.37321
H -1.52741 -8.58465 18.90785
H -1.97526 -10.29503 18.53200
H -0.72564 -9.42983 17.58895
H 2.30735 -8.02547 21.54424
H 3.57742 -8.97620 20.81062
H 2.90597 -9.58634 22.28428
O -4.20511 -9.11226 20.68511
C -4.46257 -8.81873 19.55734
O -4.16718 -7.66854 19.02115
C -4.62064 -7.68431 17.66292
C -4.85396 -9.12899 17.39100
O -4.97135 -9.63075 18.68167
H -5.52987 -7.09243 17.55765
H -3.80730 -7.26764 17.06880
H -3.97150 -9.53411 16.89578
H -5.77862 -9.20359 16.81871
*
```



Entry from the OMol25 dataset: a structure of composition C20H46AlOP4Se in a non-equilibrium geometry (ωB97M-V/def2-TZVPD).

Summary:
frontier orbital gap = 0.241 hartree
HOMO energy = -0.6111 hartree
largest force on an atom = 4.12 eV Å⁻¹
relative energy (zero: lowest compared OMol25 entry of this formula, charge and spin) = 94.63 kcal/mol
lowest unoccupied orbital energy = -0.370 hartree

ORCA input file:
```
! wB97M-V def2-TZVPD RIJCOSX def2/J DEFGRID3
* xyz 3 1
Al -0.43311 0.67035 0.64028
P 2.82622 0.47531 -0.13798
P -0.19805 2.65910 1.76433
P 0.36810 1.58185 -1.88574
H -0.29711 -3.26121 -1.08871
C 0.16748 -2.94124 -2.04603
C 1.50480 -2.97557 -2.17962
H 2.10151 -3.42271 -1.35964
C 3.49829 -0.71642 1.08690
C 3.70476 1.98269 0.47475
C 3.96537 0.03397 -1.51360
C -1.96095 3.04468 2.08493
C 0.64795 2.08312 3.29429
C 0.62367 4.11364 1.03948
C 0.66481 0.60923 -3.41347
C 1.62348 2.89407 -2.23964
C -1.09681 2.51507 -2.46354
H -0.51636 -2.34847 -2.68000
H 2.03071 -2.57060 -3.05924
H 3.06451 -1.70480 0.90730
H 3.23510 -0.37553 2.09060
H 4.58787 -0.78858 1.00671
H 3.31010 2.27491 1.45096
H 3.56180 2.80625 -0.23332
H 4.77194 1.77172 0.56660
H 3.73036 -0.98096 -1.83979
H 5.00697 0.07461 -1.17695
H 3.85486 0.72189 -2.35764
H -2.05738 3.72920 2.93922
H -2.53715 2.12559 2.27737
H -2.46536 3.48281 1.21015
H 0.70886 2.88620 4.03920
H 1.66008 1.71246 3.09569
H 0.12537 1.23565 3.75340
H 0.57326 4.98105 1.71325
H 0.17786 4.41412 0.08527
H 1.67563 3.92801 0.80595
H 0.45282 1.24438 -4.28027
H 0.00556 -0.26044 -3.43754
H 1.69909 0.26211 -3.48994
H 1.33476 3.35033 -3.18943
H 2.64282 2.51427 -2.34306
H 1.61309 3.66191 -1.46484
H -0.86595 2.83897 -3.47611
H -1.28279 3.39766 -1.84924
H -2.00371 1.90756 -2.46421
C -3.87033 -0.98624 -1.16160
C -3.50968 -2.19958 -1.72893
C -4.50011 -2.99971 -2.35294
C -5.81669 -2.55096 -2.47859
C -6.16281 -1.30674 -1.92561
C -5.17058 -0.52303 -1.30973
Se -2.66293 0.41806 -0.08886
H -1.55466 -0.66967 0.24233
H -2.47817 -2.52839 -1.72178
H -4.25923 -4.00539 -2.75183
H -6.57665 -3.15232 -3.00031
H -7.18715 -0.95123 -1.97916
H -5.43748 0.46084 -0.95137
C 1.30564 -1.73686 3.89936
P 0.17881 -2.06372 2.56614
C 0.84511 -3.53686 1.80956
C -1.41555 -2.44037 3.20844
O 0.07851 -0.88312 1.55404
H 2.34420 -1.81749 3.54101
H 1.16805 -2.46522 4.71600
H 1.11742 -0.72480 4.28091
H 0.74719 -4.40663 2.48022
H 0.28456 -3.70945 0.88792
H 1.90730 -3.37139 1.59509
H -1.67798 -1.61814 3.87099
H -2.11248 -2.49089 2.37398
H -1.38945 -3.37887 3.76762
*
```



Number 1: M 178.1 g mol⁻¹. Number 2: M 988.8 g mol⁻¹. Number 3: M 532.4 g mol⁻¹.